Entry 1:
112
Properties=species:S:1:pos:R:3:forces:R:3 method="wB97M-V/def2-TZVPD" de_lowest_kcal_mol=66.9 homo_lumo_gap_ev=5.7 charge=-1 lumo_ev=1.8549 total_energy_ev=-177333.615 homo_ev=-3.820
C -5.5080 1.4768 0.0362 0.0 0.0 0.1
H -6.7459 2.5217 3.0102 0.0 0.0 0.0
C -4.5318 -2.0126 3.8285 0.0 0.1 0.1
C 3.2535 -3.5715 -0.6416 0.1 0.0 0.0
H -4.0477 3.6484 -0.1340 0.0 0.1 0.0
C -4.1388 0.6682 1.8677 -0.1 0.0 0.0
C -5.0018 1.3020 2.7632 0.0 0.0 -0.1
N 1.8810 -1.8587 1.6452 0.1 -0.3 -0.3
C -3.9877 -4.3438 2.3980 0.1 0.3 0.1
C -2.2676 1.3918 4.5173 0.1 0.0 0.0
C 4.8370 -1.8074 -0.9538 -0.1 -0.2 0.1
H -1.8223 2.7032 6.1517 0.0 0.0 0.0
O 0.6523 2.4945 3.1696 -0.2 0.4 0.2
C -6.0953 2.0228 2.3023 0.1 0.0 -0.1
C -4.9110 -4.3643 3.4284 -0.1 0.1 0.1
N 2.8861 1.3892 2.7669 0.3 -0.2 0.1
C -6.3521 2.1086 0.9381 0.0 0.0 0.0
N -4.0902 6.9227 -0.9669 0.3 -0.3 0.0
H 2.3173 -4.0629 -0.9024 0.2 0.1 0.1
H 2.0689 3.1017 -0.2732 0.0 0.0 0.0
H -2.4749 7.9730 -1.7059 0.0 -0.1 0.0
C 3.9929 3.2300 -1.2868 -0.1 0.0 -0.1
C 4.8922 -4.0909 -5.3669 -0.1 0.1 0.1
I -1.2220 0.8487 -3.7404 0.3 0.5 0.0
H 4.2238 2.8284 -3.4210 0.0 0.0 0.0
C 4.0508 -4.1171 0.3621 0.0 0.1 -0.1
C -3.6567 4.5898 -0.5024 -0.1 0.0 0.0
C 2.1760 2.4058 -2.8451 0.2 -0.1 0.2
O -2.8148 -2.1847 -0.1990 -1.9 -2.1 0.6
C 3.3707 -2.5170 -4.2788 0.2 -0.1 -0.3
C -4.4035 0.7732 0.4998 0.0 -0.1 0.0
H -2.2485 -0.7218 -5.6521 0.0 0.0 -0.1
H -5.5100 5.6274 -0.2107 0.1 0.0 0.0
C 3.0102 2.5446 -0.3336 0.0 0.1 -0.1
C -2.6627 -0.2964 -4.7497 0.0 0.0 -0.1
N 0.1347 1.6727 2.4192 0.3 -0.6 -0.3
H 4.6828 -3.8830 -3.2465 0.0 0.1 -0.1
H 4.9398 2.6785 -1.2414 0.0 0.0 0.0
P -2.6920 -0.3775 2.3013 -1.0 -0.1 0.9
H 5.8573 -3.9055 1.5165 0.0 0.0 0.0
H 5.1795 -0.9203 -1.4806 0.0 -0.1 0.1
C -2.8078 6.9954 -1.3617 -0.1 -0.1 0.1
C -2.3209 4.6633 -0.9222 -0.1 0.1 0.0
C -2.1832 0.0993 4.0051 0.2 -0.1 0.0
N 2.6156 -0.8121 2.2436 0.2 -0.3 0.1
H 2.0935 0.5767 -0.1483 0.0 0.1 -0.2
H 2.4361 2.2299 3.0850 -0.1 0.2 0.1
H 3.2428 4.2455 -3.0849 0.1 0.0 0.0
O -0.9528 1.8034 1.9302 -0.5 0.2 -0.1
H 3.7324 0.5937 -0.7734 0.0 0.0 0.0
C 3.5180 -2.6591 -6.7162 0.0 0.0 0.1
C 3.4629 3.2280 -2.7456 0.1 0.0 0.2
H -5.8970 -3.2185 4.9545 0.0 0.0 0.0
C 2.7707 1.1228 -0.8225 -0.1 -0.1 -0.2
I -3.3279 -1.8603 -3.5242 -0.3 -0.5 0.2
H 2.5877 0.2405 -4.0771 0.0 0.0 0.1
H 3.5735 -0.8073 1.9235 0.1 -0.1 -0.1
C -5.1786 -3.1998 4.1423 0.0 -0.1 0.0
H 0.7491 -3.1774 -2.1205 -0.1 0.4 -0.2
H 3.1876 -2.3156 -7.6915 0.0 0.0 0.1
H 2.2044 -1.3385 -5.6676 0.1 -0.1 0.0
H -1.4231 -1.8880 4.3746 0.0 0.1 0.0
H -3.5139 0.3391 -4.9415 0.0 0.0 -0.2
C 2.9142 0.0724 -3.0419 0.1 0.5 0.1
C -3.6069 -1.9480 2.7918 0.2 -0.2 -0.3
C 4.4843 -3.6564 -6.6215 0.0 0.0 0.1
C 3.6224 -2.4041 -1.3240 0.2 -0.1 0.3
Si 2.5319 -1.7504 -2.7385 0.6 0.0 0.1
H -5.6894 1.5470 -1.0286 0.0 0.0 0.0
C 2.9734 -2.1050 -5.5617 0.0 -0.1 0.0
O -0.9550 -2.5430 1.3187 -0.2 -1.7 1.2
C -1.7509 1.6895 5.7754 0.0 0.0 -0.1
C -1.0030 -0.5800 6.0133 0.0 0.1 0.0
C -3.3503 -3.1407 2.1033 -0.2 0.1 0.4
C 4.3418 -3.5256 -4.2159 0.0 0.0 -0.1
O -2.0427 -4.4509 0.2837 -0.1 -0.4 -0.1
C 5.2356 -3.4861 0.7334 -0.1 0.1 -0.1
C -1.1231 0.7082 6.5274 0.0 -0.1 0.0
H 1.3575 2.9778 -2.4025 -0.1 -0.1 0.1
H 4.0173 0.2004 -3.0561 -0.1 0.1 -0.1
C -4.4748 5.7104 -0.5436 0.1 0.0 0.0
H 1.9164 2.2501 -3.8944 0.0 0.0 0.0
H -0.7141 0.9475 7.5020 0.0 0.0 0.0
H 2.0997 -2.6948 2.1695 0.0 -0.2 0.0
H 4.9128 -4.0907 -7.5184 0.0 0.0 0.0
H -2.7003 2.1847 3.9210 0.0 0.0 0.0
H 0.8911 -1.7030 1.7608 -0.1 0.2 0.4
C -1.9134 5.9349 -1.3571 -0.1 0.0 0.0
H 4.2086 4.2464 -0.9491 0.0 0.0 0.0
Ba -0.9640 -0.9709 -0.3633 4.6 6.1 -3.7
H -3.7604 0.2746 -0.2235 -0.1 0.2 0.1
H -3.7477 -5.2311 1.8271 0.0 0.1 0.0
H 3.4231 2.5046 0.6781 0.0 0.1 -0.2
H -5.4210 -5.2858 3.6781 0.0 0.0 0.0
H -4.7442 -1.1199 4.4071 0.0 0.0 0.0
H 3.7774 1.1333 3.1532 0.0 0.0 0.0
H -0.8923 6.0810 -1.6924 -0.1 0.0 0.0
H -0.4962 -1.3511 6.5824 0.0 0.0 0.0
H 6.5638 -1.8346 0.3348 -0.1 0.0 0.0
C 5.6313 -2.3248 0.0701 -0.2 -0.1 0.0
H -7.2028 2.6763 0.5801 0.0 0.0 0.0
N 2.2601 1.0861 -2.2021 -0.1 -0.1 -0.3
C -1.5258 -0.8796 4.7642 -0.1 0.1 0.0
H 0.2790 -2.0420 -3.4183 -0.1 0.0 0.3
Se -1.1638 3.1745 -0.8807 0.2 0.0 -0.1
H 5.6431 -4.8702 -5.2817 0.0 0.0 0.0
C 0.8306 -2.1192 -2.4647 -1.0 -0.8 0.4
C 2.0598 0.3973 2.3944 -0.4 0.1 -0.1
H 3.7417 -5.0304 0.8620 0.0 0.1 0.0
H -4.8261 1.2385 3.8299 0.0 0.0 0.0
N 0.7664 0.4782 2.0861 0.2 0.5 0.4
S -2.2061 -3.1244 0.7813 -1.2 -1.9 0.8

Entry 2:
112
Properties=species:S:1:pos:R:3:forces:R:3 method="wB97M-V/def2-TZVPD" de_lowest_kcal_mol=45.7 s_squared=0.798 homo_lumo_gap_ev="6.7 / 6.3" charge=+1 lumo_ev="-3.2311 / -3.6534" total_energy_ev=-113399.399 homo_ev="-9.928 / -9.927" spin_multiplicity=2
H -5.0669 6.7286 -0.7615 0.0 0.0 0.0
H 3.1923 -2.1016 7.4529 0.0 0.0 0.0
N 0.4913 -3.1721 0.6029 0.1 0.0 -0.1
O -6.3138 1.3850 -0.7659 0.1 0.0 0.0
C 7.3019 1.3213 0.2195 0.0 0.0 0.0
H 3.5950 1.9222 4.1756 0.0 0.0 0.0
H -1.1960 1.8930 -7.6134 0.0 0.0 0.0
S -5.8439 1.9574 0.4617 -0.2 0.1 0.0
C 1.3147 3.0495 -3.0100 -0.1 -0.1 0.0
C -0.8363 -0.9021 -6.0548 -0.1 0.0 0.0
H 8.4447 -0.2518 1.1210 0.0 0.0 0.0
H -1.3716 3.3709 -3.8969 0.0 0.0 -0.1
H 2.1598 3.4183 0.9111 0.0 0.1 0.0
C -5.0418 3.5072 0.1626 0.0 0.0 0.0
H 0.9336 -5.1374 1.1837 -0.1 0.0 0.0
H 0.0450 -4.3889 -1.2764 0.0 0.0 0.0
C 0.6549 -3.5729 2.7655 -0.1 0.0 0.0
C -1.1979 3.4401 -2.8274 0.0 -0.1 0.0
H 2.4383 0.4053 -2.1394 0.0 0.0 0.0
H -6.6141 4.7856 -0.5454 0.0 0.0 0.0
C 1.3980 0.1345 4.8934 -0.1 -0.2 -0.1
H 0.1337 -1.4681 3.2563 0.0 0.1 0.1
H 8.1725 1.8770 -0.1011 0.0 0.0 0.0
H 3.7761 3.8960 0.3686 -0.1 0.0 -0.1
H 0.7295 2.0116 -0.4131 0.0 0.3 -0.1
H -1.0232 4.4880 -2.5776 0.0 0.0 0.0
H -0.9559 -1.4746 -6.9675 0.0 0.0 0.0
B 0.0993 -3.2648 -0.8782 -0.2 -0.2 0.1
N -4.4691 1.1630 0.9555 0.0 0.1 0.0
S -1.8994 1.4373 1.5504 0.5 0.0 0.0
C 1.6663 -0.6315 7.1480 0.0 0.0 0.0
S 0.4575 1.1517 3.7561 0.1 0.3 -0.5
H 0.5831 3.7811 -0.6152 0.0 0.0 0.0
C -3.4478 1.9576 0.9868 0.0 -0.2 -0.1
C 0.1238 2.8180 -0.8525 0.0 0.0 0.0
H 3.6799 4.1176 2.7998 0.0 0.0 0.0
H -2.2526 -3.1185 -4.0841 0.0 0.0 0.0
H 1.8920 -3.7466 -3.1064 -0.1 0.0 0.0
C 7.4527 0.1216 0.9053 0.0 0.0 0.0
Ir 0.1630 -0.2872 0.1101 -0.4 -1.2 -0.7
H 2.9319 1.1779 2.7291 0.0 0.0 0.0
O 2.3630 0.6086 0.4977 -0.1 0.0 0.1
C -3.4247 -2.0715 -1.0802 0.1 -0.1 -0.1
C 2.5744 -1.6116 -3.0804 0.0 0.0 0.0
H 1.3816 2.8163 -4.0674 0.0 0.0 0.0
N -0.2593 1.1552 -2.5006 0.0 0.2 0.3
H 3.2740 -1.5015 -3.8893 0.0 0.0 0.0
C 1.8793 -2.7469 -2.7067 0.1 0.1 0.0
C -3.7146 3.3605 0.5215 0.0 0.0 0.1
H -1.6485 -3.3835 -5.7216 0.0 0.0 0.0
N -1.2689 -2.5654 -0.9602 -0.1 -0.2 0.0
C -0.5493 0.4648 -6.1412 0.1 0.0 0.0
H 2.1648 2.5754 -2.5175 0.0 0.0 0.0
N -1.4229 -1.2948 -0.5257 -0.4 0.4 -0.1
H 3.8497 -2.1793 5.0693 0.0 0.0 0.0
C -4.6960 5.7765 -0.4057 0.0 0.0 0.0
C 3.0048 2.1130 3.2799 0.0 0.1 0.0
C 3.2195 3.1609 0.9556 0.0 -0.1 0.1
H -2.7015 6.5043 -0.1327 0.0 0.0 0.0
S 3.3034 1.6546 -0.0708 -0.1 0.0 0.2
N 1.1098 -2.4406 -1.6576 0.1 -0.1 -0.2
C -0.0030 2.5955 -2.3478 0.0 0.1 -0.3
C 2.6913 -1.4688 6.7325 0.0 0.0 0.0
H 1.5641 3.0544 4.6517 0.0 0.0 0.0
C 3.7416 3.1069 2.3870 0.0 -0.1 -0.1
H -0.5107 0.4172 -8.2952 0.0 0.0 0.0
C 1.5990 2.5540 3.6824 0.0 0.0 0.1
H -4.4848 -2.1346 -1.2480 0.0 0.0 0.0
C 0.3371 -2.2366 2.5479 0.0 -0.1 0.0
C -0.4734 0.5830 -3.6968 -0.1 0.0 0.0
C 2.4141 -0.7109 4.4665 0.0 0.0 0.0
H 1.4157 4.1296 -2.8940 0.0 0.0 0.0
H 1.3699 -0.6112 8.1878 0.0 0.0 0.0
H 1.1250 3.2026 2.9414 0.0 0.0 0.0
N 0.2611 -2.0026 1.2396 0.7 0.7 0.0
C 1.0048 0.1654 6.2238 0.0 0.1 0.0
C -0.3888 1.1962 -4.9846 0.0 0.0 0.1
H 0.7774 -4.0639 3.7142 0.0 0.0 0.0
H 4.1777 -0.6913 1.2948 0.0 0.0 0.0
C -0.8172 -0.7961 -3.6752 0.0 -0.1 0.1
C 3.0618 -1.5115 5.3932 0.0 0.0 0.0
H 5.9135 2.7332 -0.6086 0.0 0.0 0.0
H -0.9513 -1.2560 -2.7069 0.0 0.1 -0.3
C 6.3394 -0.6043 1.3010 0.0 0.0 0.0
H 4.7994 2.8380 2.3693 0.0 0.1 0.0
C -2.4761 -3.0517 -1.2906 -0.1 0.1 0.1
H -3.0709 -0.0148 -0.2668 0.0 -0.1 -0.1
H 0.1857 0.8026 6.5369 0.0 0.0 0.0
H -0.5723 -3.5852 -4.3345 0.0 0.0 0.0
C 0.7361 -4.1281 1.5033 -0.1 0.1 0.1
C -0.4202 1.1373 -7.4841 0.0 0.0 0.1
C -1.3917 -2.9876 -4.7408 0.0 0.1 0.0
H -2.5764 -4.0674 -1.6348 0.0 0.0 0.0
C 6.0351 1.8025 -0.0664 0.0 0.0 0.0
C 5.0631 -0.1336 1.0188 0.0 0.0 0.0
C 2.1613 -0.6308 -2.1857 0.1 0.0 0.1
C -3.3576 5.6473 -0.0477 0.0 0.0 0.0
C -5.5656 4.6974 -0.2944 0.0 0.0 0.0
O 0.6077 0.5837 2.3597 0.2 -0.1 1.2
H 6.4604 -1.5441 1.8229 0.0 0.0 0.0
H 2.6668 -0.7618 3.4158 0.0 0.0 0.0
H -2.1070 3.1171 -2.3180 0.0 0.0 0.0
C -1.0058 -1.5338 -4.8216 0.0 0.0 0.0
H 0.5457 1.6347 -7.5785 0.0 0.0 0.0
C -2.8562 4.4418 0.4301 0.0 0.0 0.0
O -6.7413 2.0846 1.5697 0.0 0.0 -0.1
H -0.8474 2.7620 -0.3747 0.0 0.0 0.1
C -2.7158 -0.9765 -0.5890 0.1 -0.1 -0.1
H -1.8265 4.3512 0.7451 0.0 0.0 0.0
H -0.1993 2.2503 -5.0857 0.1 0.1 0.0
C 4.9296 1.0724 0.3525 0.0 -0.1 0.0
N 1.2885 -1.1547 -1.3244 -0.2 0.1 0.0